Formula: C6H7N2O3PS
Source: the Open Molecules 2025 dataset
Level of theory: ωB97M-V/def2-TZVPD

Summary:
E_HOMO (eV): -9.18
Energy (Ha): -1307.50494
LUMO energy (eV): -1.998
F_max (eV/A): 3.88
Orbital gap (eV): 7.179

Atoms and positions in Å:
C (0.7764, -1.8775, 2.8690)
C (-0.0741, -0.7861, 3.1243)
C (1.2332, -2.0948, 1.5392)
C (-0.4878, 0.0376, 2.1308)
C (0.9121, -1.1787, 0.4857)
C (-0.0323, -0.3304, 0.8817)
N (-1.2718, 0.7161, -3.3112)
N (0.4148, 2.6506, -2.9111)
O (-0.5902, 1.1293, -0.8019)
O (-0.2280, -1.3308, -2.3053)
O (-2.1371, 2.8083, -1.9089)
P (-0.9748, 1.9082, -2.1613)
S (-1.0610, -0.7443, -3.3912)
H (0.9472, -2.6602, 3.6603)
H (-0.6568, -0.6340, 4.0246)
H (1.8203, -3.0191, 1.3133)
H (-1.3358, 0.7390, 2.4519)
H (1.0438, -1.1653, -0.5788)
H (1.3755, 2.2058, -2.5161)
H (0.3265, 3.6264, -2.5952)



Formula: C6H7N2O4
Source: the Open Molecules 2025 dataset
Level of theory: ωB97M-V/def2-TZVPD

Summary:
E_HOMO (eV): -5.71
Net charge: -1
Energy (Ha): -643.39469
SMILES: CC(C)n1c(=O)nc([O-])oc1=O
LUMO energy (eV): 3.557
F_max (eV/A): 3.57
Orbital gap (eV): 9.270

Atoms and positions in Å:
C (-0.6887, -0.0424, 1.2423)
C (-0.3166, -0.4793, -0.2410)
C (0.9845, 0.3223, -0.7221)
N (-1.4896, -0.4246, -1.0163)
C (-2.2816, -2.0073, -1.3752)
O (-1.6209, -2.9200, -1.0546)
N (-3.3725, -1.7419, -1.8873)
C (-3.9194, -0.6039, -2.2988)
O (-5.1162, -0.4538, -2.5954)
O (-3.1148, 0.5470, -2.3347)
C (-1.8390, 0.6718, -1.6555)
O (-1.3321, 1.7164, -1.9080)
H (-1.3378, -0.8051, 1.7225)
H (0.1309, -0.0252, 2.0294)
H (-1.0541, 0.9957, 1.2148)
H (-0.0108, -1.5044, -0.3112)
H (1.9004, 0.1017, -0.1359)
H (0.8092, 1.3112, -0.4118)
H (0.9237, 0.2898, -1.8710)



Formula: C6H7N3
Source: the Open Molecules 2025 dataset
Level of theory: ωB97M-V/def2-TZVPD

Summary:
E_HOMO (eV): -8.53
Energy (Ha): -397.00190
SMILES: CC1=NNC2=CC=N[C@@H]21
LUMO energy (eV): 0.570
F_max (eV/A): 3.20
Orbital gap (eV): 9.100

Atoms and positions in Å:
C (2.4221, 0.9842, 0.3720)
C (1.1880, 0.1760, 0.5037)
N (1.0397, -0.8365, 1.2398)
N (-0.3918, -1.1165, 1.3518)
C (-1.0689, -0.4397, 0.3488)
C (-1.8932, -0.6919, -0.6594)
C (-1.4041, 0.2176, -1.6854)
N (-0.3641, 0.9273, -1.4711)
C (-0.0908, 0.6380, -0.0423)
H (2.2925, 2.1191, 0.3297)
H (2.7317, 0.8693, -0.6926)
H (3.2581, 0.7779, 1.0540)
H (-0.4694, -2.1818, 1.4013)
H (-2.6932, -1.3811, -0.7251)
H (-1.7133, 0.1665, -2.7315)
H (-0.3112, 1.5055, 0.4957)



Formula: C6H7N3O
Source: the Open Molecules 2025 dataset
Level of theory: ωB97M-V/def2-TZVPD

Summary:
E_HOMO (eV): -7.86
Energy (Ha): -472.13110
LUMO energy (eV): 0.489
F_max (eV/A): 6.38
Orbital gap (eV): 8.344

Atoms and positions in Å:
C (-0.3646, -1.4304, 0.1410)
C (-1.0422, 0.4470, 0.3681)
C (2.1275, -0.6144, 0.0741)
C (-1.6380, -0.9812, 0.1896)
C (-2.9631, -1.3108, -0.1732)
C (2.3498, 1.8025, -0.2121)
N (0.8640, -1.5154, 0.2165)
N (0.1385, 1.0024, 0.3617)
N (1.5205, 0.6174, 0.1017)
O (3.2505, -0.9771, 0.1599)
H (-1.6613, 1.3187, 0.3965)
H (-2.8707, -1.8337, -1.2343)
H (-3.5940, -0.3892, -0.3146)
H (-3.5300, -2.1696, 0.4525)
H (2.3873, 2.3526, 0.8314)
H (3.3140, 1.3163, -0.4521)
H (1.7119, 2.3650, -0.9069)



Formula: C6H7N3O
Source: the Open Molecules 2025 dataset
Level of theory: ωB97M-V/def2-TZVPD

Summary:
E_HOMO (eV): -9.75
Energy (Ha): -472.27005
SMILES: CC(=O)Nc1ncccn1
LUMO energy (eV): 0.552
F_max (eV/A): 8.51
Orbital gap (eV): 10.306

Atoms and positions in Å:
C (1.3765, -1.8761, -2.2579)
C (1.1251, -0.7852, -1.4079)
O (2.0441, -0.0481, -0.9206)
N (-0.1638, -0.7114, -0.8768)
C (-0.5038, 0.2096, 0.2072)
N (0.0618, -0.1381, 1.3719)
C (-0.1930, 0.5848, 2.3724)
C (-1.1156, 1.7330, 2.3021)
C (-1.5503, 1.9702, 0.9990)
N (-1.3167, 1.2317, -0.0463)
H (0.6005, -1.7408, -3.2999)
H (1.3466, -3.0145, -1.9006)
H (2.4225, -1.7815, -2.5719)
H (-0.7427, -1.3482, -1.1151)
H (0.2075, 0.4075, 3.2102)
H (-1.3391, 2.4561, 3.0969)
H (-2.2595, 2.8513, 0.8374)



Formula: C6H7N3O
Source: the Open Molecules 2025 dataset
Level of theory: ωB97M-V/def2-TZVPD

Summary:
E_HOMO (spin up / spin down) (eV): -4.60 / -8.62
Energy (Ha): -472.08156
2S+1: 3
LUMO energy (spin up / spin down) (eV): 0.643 / -3.331
F_max (eV/A): 5.94
Orbital gap (spin up / spin down) (eV): 5.239 / 5.286

Atoms and positions in Å:
C (-1.9562, -1.0420, -0.3516)
C (2.6174, -0.4254, -0.7493)
C (1.7419, 0.6390, -0.5027)
C (1.2156, -1.2349, 0.5715)
C (-0.3382, 0.6726, 0.8819)
C (-1.8114, 0.3759, -0.4536)
N (-1.9281, -2.1903, -0.3040)
N (2.3172, -1.5323, -0.0701)
N (0.8355, 0.0507, 0.3876)
O (-2.8521, 1.2444, -0.1004)
H (3.3927, -0.4251, -1.4551)
H (1.6653, 1.6948, -0.9490)
H (0.6782, -1.7435, 1.3115)
H (-0.6200, 0.3765, 1.7917)
H (-0.2173, 1.6864, 0.7805)
H (-1.3910, 0.8227, -1.4393)
H (-3.3496, 1.0305, 0.6502)



Formula: C6H7N3O4S
Source: the Open Molecules 2025 dataset
Level of theory: ωB97M-V/def2-TZVPD

Summary:
E_HOMO (eV): -9.22
Energy (Ha): -1096.06704
LUMO energy (eV): 0.374
F_max (eV/A): 6.58
Orbital gap (eV): 9.598

Atoms and positions in Å:
C (-0.5311, 0.3661, 1.1015)
C (-0.4269, 2.7515, -0.3427)
C (1.3060, 1.5927, 2.1197)
C (-0.3429, -1.1890, 0.6775)
C (-0.2496, -2.4684, 0.7144)
C (0.1343, -3.0419, -0.6510)
N (0.4954, 0.7181, 2.0195)
N (-0.4587, 1.2012, -0.1396)
N (-0.6245, 3.5278, 0.6071)
O (2.1396, 2.3394, 2.3992)
O (1.5883, -0.1389, -1.1017)
O (-0.5947, 0.0320, -2.3791)
O (0.0780, -2.0771, -1.6257)
S (0.1820, -0.3804, -1.0271)
H (-1.5003, 0.4827, 1.6027)
H (-0.2449, 2.8773, -1.4047)
H (-0.4030, -3.1263, 1.5503)
H (1.1461, -3.4636, -0.5475)
H (-0.5713, -3.8460, -0.8883)
H (-0.6341, 4.5100, 0.3465)
H (-0.4876, -0.6674, -3.0311)



Formula: C6H7N4O
Source: the Open Molecules 2025 dataset
Level of theory: ωB97M-V/def2-TZVPD

Summary:
E_HOMO (spin up / spin down) (eV): -13.34 / -13.33
Net charge: +1
Energy (Ha): -526.57889
LUMO energy (spin up / spin down) (eV): -5.620 / -5.620
F_max (eV/A): 4.54
Orbital gap (spin up / spin down) (eV): 7.716 / 7.713

Atoms and positions in Å:
C (1.3103, -0.3475, 0.9737)
C (-0.3392, -0.5685, -0.7294)
C (-0.7384, -0.3400, -2.0220)
C (0.0869, 0.4472, -2.7776)
C (1.4236, 0.5200, -2.3565)
C (-1.4942, 0.4291, 2.6309)
N (0.4757, -0.8786, 1.8410)
N (1.8479, 0.2169, -1.1783)
N (0.9123, -0.2424, -0.3513)
N (-0.6327, -1.3947, 1.5470)
O (-1.6669, -0.8558, 2.0856)
H (2.3793, -0.0959, 1.2431)
H (-1.6775, -0.5343, -2.3450)
H (-0.1303, 0.6522, -3.8093)
H (2.1926, 0.6501, -3.0658)
H (-2.1590, 0.6939, 3.3925)
H (-1.2640, 1.2484, 1.7929)
H (-0.5265, 0.3999, 3.1285)



Formula: C6H7N5
Source: the Open Molecules 2025 dataset
Level of theory: ωB97M-V/def2-TZVPD

Summary:
E_HOMO (eV): -8.60
Energy (Ha): -506.62353
SMILES: Cn1ncc2c(N)ncnc21
LUMO energy (eV): 0.772
F_max (eV/A): 3.65
Orbital gap (eV): 9.373

Atoms and positions in Å:
C (-2.8284, 0.5597, 0.0628)
N (-1.6066, -0.0584, -0.0421)
N (-1.5658, -1.3745, -0.1026)
C (-0.3131, -1.7832, -0.0810)
C (0.5022, -0.5929, -0.0286)
C (1.8544, -0.2438, -0.0358)
N (2.8484, -1.1773, -0.0052)
N (2.1954, 1.0664, -0.0429)
C (1.2262, 2.0165, -0.0190)
N (-0.0897, 1.7706, -0.0806)
C (-0.3872, 0.5019, -0.0053)
H (-3.3368, 0.4021, 1.0480)
H (-3.4944, 0.1127, -0.6739)
H (-2.7830, 1.6361, -0.1769)
H (-0.2283, -2.8343, -0.0920)
H (2.6391, -2.1429, 0.3116)
H (3.8093, -0.9209, 0.0887)
H (1.5585, 3.0623, -0.1252)



Formula: C6H7N5
Source: the Open Molecules 2025 dataset
Level of theory: ωB97M-V/def2-TZVPD

Summary:
E_HOMO (eV): -10.03
Energy (Ha): -506.43737
SMILES: N#CNCn1cccn1.C#N
LUMO energy (eV): 0.530
F_max (eV/A): 6.35
Orbital gap (eV): 10.562

Atoms and positions in Å:
N (-0.5722, -4.6601, 0.4865)
C (-0.2530, -3.6155, 0.2547)
N (-0.0651, -2.4282, -0.3274)
C (0.4868, -1.0905, 0.2472)
N (-0.2012, 0.1909, -0.1243)
C (0.2647, 0.9584, -1.0364)
C (-0.6116, 2.0428, -1.1292)
C (-1.5118, 1.7226, -0.1712)
N (-1.3182, 0.5297, 0.4632)
H (0.3960, -2.9241, -1.0685)
H (1.5687, -0.7832, -0.1846)
H (0.0448, -1.0865, 1.2142)
H (1.1839, 0.8188, -1.6830)
H (-0.2174, 2.8203, -1.8062)
H (-2.3935, 2.2465, 0.0386)
C (1.0914, 1.8450, 1.5401)
N (1.8493, 0.9380, 1.6833)
H (0.2584, 2.4752, 1.6031)



Formula: C6H7N5O7Pd
Source: the Open Molecules 2025 dataset
Level of theory: ωB97M-V/def2-TZVPD

Summary:
E_HOMO (spin up / spin down) (eV): 1.79 / 1.81
Net charge: -2
Energy (Ha): -1160.99981
LUMO energy (spin up / spin down) (eV): 5.346 / 5.357
F_max (eV/A): 3.37
Orbital gap (spin up / spin down) (eV): 3.555 / 3.547

Atoms and positions in Å:
Pd (5.2394, 4.7744, 10.4184)
O (10.1648, 4.7783, 14.6848)
C (9.1720, 4.3069, 14.1218)
C (8.9207, 4.3811, 12.6287)
O (9.6603, 4.5127, 11.6798)
C (7.4484, 4.1946, 12.5515)
C (6.8770, 3.7363, 13.7527)
O (5.6830, 3.3641, 13.9491)
C (7.9357, 3.7826, 14.7801)
O (7.9310, 3.2459, 15.8599)
O (6.9373, 4.5434, 11.4614)
O (3.7371, 5.7996, 9.4643)
H (2.9595, 5.2764, 9.2115)
H (4.2575, 6.0372, 8.6592)
N (6.6019, 4.2983, 5.6713)
N (6.7666, 4.3264, 7.0122)
N (7.8016, 3.6570, 7.5913)
C (7.7545, 4.1157, 8.8595)
N (6.6847, 4.9269, 9.0557)
N (6.0644, 5.0936, 7.8982)
H (7.2657, 3.5788, 5.3312)
H (5.6232, 4.1131, 5.4136)
H (8.4070, 3.9139, 9.6896)
O (4.0236, 4.2481, 12.1217)
H (4.6258, 3.8369, 12.8707)
H (3.5048, 5.0099, 12.4343)



Formula: C6H7NO
Source: the Open Molecules 2025 dataset
Level of theory: ωB97M-V/def2-TZVPD

Summary:
E_HOMO (eV): -9.17
Energy (Ha): -362.53672
SMILES: C#C[C@@H]1OC[C@@H]2N[C@H]21
LUMO energy (eV): 0.880
F_max (eV/A): 4.45
Orbital gap (eV): 10.050

Atoms and positions in Å:
C (-3.1478, -0.3315, -0.2401)
C (-1.9575, -0.4324, 0.1582)
C (-0.5051, -0.2023, 0.5170)
O (-0.2867, 1.1605, 0.1883)
C (1.0332, 1.4093, -0.2850)
C (1.8318, 0.1168, 0.1410)
N (1.8928, -1.3748, -0.2534)
C (0.6340, -0.7649, -0.3099)
H (-4.2619, -0.0267, -0.6376)
H (-0.3995, -0.5300, 1.5573)
H (1.2611, 2.2722, 0.3627)
H (1.0630, 1.8266, -1.3842)
H (1.7273, 0.2335, 1.2029)
H (2.0453, -1.7600, 0.6299)
H (0.2765, -0.4465, -1.3509)



Formula: C6H7NO
Source: the Open Molecules 2025 dataset
Level of theory: ωB97M-V/def2-TZVPD

Summary:
E_HOMO (eV): -9.65
Energy (Ha): -362.74952
LUMO energy (eV): 0.641
F_max (eV/A): 3.94
Orbital gap (eV): 10.294

Atoms and positions in Å:
C (-0.8775, 1.8255, 0.1234)
C (0.3318, 1.2847, 0.0041)
C (-2.8651, -1.6303, 0.6024)
C (-1.8548, 0.7260, -0.2051)
C (0.1510, -0.1506, -0.3726)
C (0.8122, -1.1095, 0.5819)
N (-1.3018, -0.3637, -0.5511)
O (-2.5229, -2.3850, 1.3939)
H (-1.0816, 2.8131, 0.5042)
H (1.3449, 1.6768, 0.1832)
H (-2.9291, 0.6177, -0.1413)
H (0.6639, -0.3247, -1.4367)
H (0.3167, -2.0500, 0.3049)
H (0.5204, -0.6691, 1.5773)
H (1.8692, -1.0882, 0.3611)



Formula: C6H7NO
Source: the Open Molecules 2025 dataset
Level of theory: ωB97M-V/def2-TZVPD

Summary:
E_HOMO (eV): -9.26
Energy (Ha): -362.55460
SMILES: C1=C[C@H]2N[C@H]2[C@@H]2O[C@@H]12
LUMO energy (eV): 0.522
F_max (eV/A): 7.52
Orbital gap (eV): 9.780

Atoms and positions in Å:
C (-0.5646, -1.6903, 0.1748)
C (0.4344, -0.9601, 0.7713)
C (0.6952, 0.4142, 0.7068)
N (1.6431, 1.1568, -0.2456)
C (0.2126, 1.3253, -0.4028)
C (-0.4347, 0.3157, -1.2221)
O (-1.6919, -0.1166, -1.9426)
C (-1.2999, -0.5730, -0.5916)
H (-0.8682, -2.7308, 0.4855)
H (1.0589, -1.6090, 1.5929)
H (0.6142, 0.8094, 1.6847)
H (2.1649, 1.8058, 0.5351)
H (-0.4301, 2.1972, -0.0560)
H (0.3891, -0.5212, -1.5303)
H (-1.9230, 0.1765, 0.0397)



Formula: C6H7NO
Source: the Open Molecules 2025 dataset
Level of theory: ωB97M-V/def2-TZVPD

Summary:
E_HOMO (eV): -9.52
Energy (Ha): -362.61428
LUMO energy (eV): -0.224
F_max (eV/A): 5.43
Orbital gap (eV): 9.292

Atoms and positions in Å:
C (0.9491, -1.3314, -0.3002)
C (-1.0261, 0.4454, -0.4376)
C (0.1110, -0.3281, 0.4570)
C (-2.3116, 0.2131, -0.1938)
O (-0.4668, 1.1966, -1.4329)
N (-0.0220, -0.3262, 1.7340)
C (0.5576, 1.4985, -0.5568)
C (1.5649, 2.1624, -0.2479)
H (0.4745, -1.1140, 2.1557)
H (0.9574, -1.1149, -1.3694)
H (1.9755, -1.2918, 0.0738)
H (0.5531, -2.3351, -0.1302)
H (-3.0746, 0.6191, -0.8472)
H (-2.6093, -0.4218, 0.6312)
H (2.3674, 2.1282, 0.4645)



Formula: C6H7NO
Source: the Open Molecules 2025 dataset
Level of theory: ωB97M-V/def2-TZVPD

Summary:
E_HOMO (eV): -6.93
Energy (Ha): -362.50804
LUMO energy (eV): 0.843
F_max (eV/A): 9.24
Orbital gap (eV): 7.771

Atoms and positions in Å:
C (1.3019, -1.0624, -0.2807)
C (-1.3065, -1.0021, -0.1469)
C (-1.5371, 1.1851, 0.0273)
C (1.3905, 1.1646, 0.1904)
C (0.0199, 0.6897, -0.0548)
C (0.0531, -0.8663, 0.4625)
H (2.9765, 0.0098, -0.3425)
H (1.7584, -1.9056, 0.1483)
H (-1.9805, -2.0012, -0.1057)
H (-2.1387, 2.0417, -0.1326)
H (1.8208, 2.0925, 0.1487)
H (0.1122, 0.0803, -1.1557)
H (0.2971, -0.9317, 1.5137)
N (2.0355, 0.0679, -0.1175)
O (-2.0781, -0.0641, -0.0549)



Formula: C6H7NO2
Source: the Open Molecules 2025 dataset
Level of theory: ωB97M-V/def2-TZVPD

Summary:
E_HOMO (eV): -9.89
Energy (Ha): -437.93453
SMILES: O=C1C[C@H]2C[C@@H]2C=NO1
LUMO energy (eV): 0.654
F_max (eV/A): 2.01
Orbital gap (eV): 10.541

Atoms and positions in Å:
O (2.6548, -0.5721, 0.1558)
C (1.4829, -0.3166, -0.0142)
C (0.4398, -1.4061, -0.1890)
C (-0.9198, -0.8899, -0.5130)
C (-2.3128, -0.9956, 0.1227)
C (-1.4078, 0.1337, 0.5201)
C (-1.1184, 1.4662, -0.0328)
N (0.0841, 1.8888, -0.2805)
O (1.1547, 1.0236, 0.1523)
H (0.8098, -2.1171, -0.8960)
H (0.5235, -1.9365, 0.7780)
H (-0.9204, -0.4963, -1.5272)
H (-2.4847, -1.6941, 0.9589)
H (-3.1535, -0.8006, -0.4918)
H (-1.0023, 0.0014, 1.5371)
H (-1.8201, 2.2583, -0.2223)



Formula: C6H7NO2
Source: the Open Molecules 2025 dataset
Level of theory: ωB97M-V/def2-TZVPD

Summary:
E_HOMO (eV): -9.15
Energy (Ha): -437.97824
SMILES: CN1C(=O)C=C[C@H]1C=O
LUMO energy (eV): 0.214
F_max (eV/A): 5.83
Orbital gap (eV): 9.364

Atoms and positions in Å:
C (-0.8135, -1.8304, -0.0471)
N (-0.5246, -0.4107, -0.2131)
C (-1.4047, 0.5240, 0.3556)
O (-2.2568, 0.3056, 1.1693)
C (-0.9332, 1.7974, -0.1728)
C (0.3252, 1.6680, -0.6146)
C (0.6643, 0.2153, -0.6273)
C (2.0178, -0.0180, 0.5839)
O (3.2314, 0.0831, 0.6663)
H (-1.1871, -2.1754, -0.9108)
H (0.1463, -2.4634, 0.2882)
H (-1.4108, -2.0898, 0.8346)
H (-1.4027, 2.7910, -0.1211)
H (1.1355, 2.2030, -1.0495)
H (0.9451, -0.2833, -1.6173)
H (1.4678, -0.3164, 1.4756)



Formula: C6H7NO2S
Source: the Open Molecules 2025 dataset
Level of theory: ωB97M-V/def2-TZVPD

Summary:
E_HOMO (eV): -9.17
Energy (Ha): -836.24283
SMILES: C/C=C1\SC(=O)N(C)C1=O
LUMO energy (eV): 0.071
F_max (eV/A): 4.58
Orbital gap (eV): 9.242

Atoms and positions in Å:
C (-2.5866, 1.3259, 0.1634)
C (-1.5656, 0.2881, -0.0648)
C (-0.2523, 0.4982, -0.1052)
S (0.6990, 1.9202, -0.1457)
C (2.2100, 0.9506, 0.0816)
O (3.3739, 1.4105, 0.2663)
N (1.9352, -0.4062, 0.0268)
C (2.9773, -1.3690, -0.0847)
C (0.5877, -0.7153, -0.0192)
O (0.1913, -1.8588, 0.0328)
H (-2.1007, 2.2979, -0.0282)
H (-3.1742, 1.2178, 1.1014)
H (-3.3660, 1.1462, -0.7468)
H (-1.5818, -0.8041, -0.0243)
H (3.7956, -1.2074, 0.7924)
H (3.5404, -1.4120, -1.0203)
H (2.4683, -2.2901, 0.0548)



Formula: C6H7NO2S
Source: the Open Molecules 2025 dataset
Level of theory: ωB97M-V/def2-TZVPD

Summary:
E_HOMO (eV): -8.88
Energy (Ha): -836.12272
LUMO energy (eV): 0.443
F_max (eV/A): 4.24
Orbital gap (eV): 9.325

Atoms and positions in Å:
C (-3.5386, -0.7527, -0.0481)
C (-2.3553, -0.7399, 0.2330)
C (1.4158, -1.4397, -0.6635)
C (0.8683, 1.0684, 0.8084)
C (-1.0733, -0.9352, 0.7615)
C (0.1730, -0.5529, -0.8175)
N (0.4578, 0.7890, -0.5074)
O (2.5716, -0.9569, -1.1506)
O (1.2724, -2.5534, -0.2842)
S (-0.5577, 0.2990, 1.9345)
H (-4.5311, -0.9013, -0.1177)
H (1.7319, 0.5474, 1.0799)
H (0.8052, 2.0981, 0.9027)
H (-0.9483, -1.9053, 1.1306)
H (-0.5835, -0.6488, -1.6010)
H (-0.3248, 1.3328, -0.8522)
H (2.7080, 0.0023, -1.4024)